# 1
Entry from OMol25: 10 unconnected molecules or ions with the total composition C32H92N8O10 (the ωB97M-V functional and the def2-TZVPD basis).

```
142
Properties=species:S:1:pos:R:3:forces:R:3
C 2.81567 -2.74080 2.57434 0.06 -1.21 -1.98
C 4.24828 -2.30440 2.53534 -0.16 1.23 0.27
C 4.38247 -0.80024 2.87447 -0.97 -0.39 -0.31
O 5.74166 -0.46470 2.69997 -0.34 -1.89 0.13
C 5.95195 0.86347 2.70957 -0.94 3.44 0.90
N 4.98149 -3.14812 3.41749 -0.27 -0.75 1.12
H 2.60530 -2.82112 3.59489 -0.88 -0.25 1.65
H 2.66290 -3.73947 2.09106 0.32 0.68 0.56
H 2.10723 -2.09022 2.09846 -0.20 0.67 -0.21
H 4.77917 -2.45446 1.62942 -0.15 0.09 -1.53
H 3.97205 -0.61012 3.91503 0.73 -0.02 -0.74
H 3.75327 -0.19316 2.17717 0.30 -0.30 0.32
H 5.53683 1.34427 3.65621 0.28 -0.38 -0.96
H 5.55058 1.42765 1.84010 -0.46 -0.49 0.20
H 6.97260 1.15030 2.67496 1.31 -0.43 0.17
H 4.62779 -3.02363 4.35905 0.02 -0.17 0.23
H 5.91634 -2.82519 3.43377 1.25 0.18 0.11
C 5.70066 -1.59574 -2.67293 -0.30 -1.79 -0.39
C 4.66297 -0.99440 -1.77932 -1.30 -1.82 0.47
C 3.53215 -2.05999 -1.41958 1.42 0.58 0.99
O 2.68740 -2.28294 -2.48454 -0.80 -0.50 -1.55
C 1.93317 -3.50359 -2.59242 1.09 0.22 1.86
N 5.22684 -0.48905 -0.55594 -0.61 1.22 0.35
H 6.37706 -0.92140 -3.12579 0.99 1.02 0.12
H 5.26245 -2.07535 -3.56509 -0.32 -0.02 0.51
H 6.22788 -2.40261 -2.12440 0.04 0.48 -0.29
H 4.14674 -0.22172 -2.29307 -0.52 0.97 -0.49
H 2.99947 -1.57241 -0.60138 -0.39 -0.12 0.28
H 3.99636 -2.98601 -0.99293 -0.20 0.39 -0.51
H 1.37250 -3.68335 -1.64268 0.25 0.03 -0.68
H 2.57713 -4.37475 -2.80329 -0.10 0.33 0.10
H 1.26769 -3.33906 -3.40025 -0.77 -0.07 -0.73
H 5.71199 -1.22461 -0.10027 0.66 -0.62 0.62
H 4.49016 -0.16593 0.10026 0.60 -0.22 -0.71
C -3.51448 -2.03743 -4.08344 -0.64 1.05 -0.96
C -2.48955 -2.97535 -3.56947 -0.83 -1.95 -2.07
C -3.20344 -4.26720 -3.03415 1.89 0.25 1.27
O -2.19766 -5.21057 -2.57249 -0.01 1.20 0.91
C -1.59247 -4.71669 -1.33805 -1.01 -2.43 -0.31
N -1.57312 -3.21678 -4.69433 0.53 -1.06 -0.64
H -3.96616 -1.50627 -3.25780 -0.52 0.23 0.03
H -4.23664 -2.66563 -4.61190 -0.44 0.31 0.09
H -3.16323 -1.29752 -4.86441 0.02 -0.70 1.10
H -1.91821 -2.58262 -2.80613 1.13 1.12 1.67
H -3.63763 -4.81748 -3.84424 -0.90 0.07 -0.40
H -3.87238 -4.02482 -2.15326 0.26 -0.21 -1.19
H -2.24974 -4.96207 -0.46354 0.36 0.39 -0.65
H -1.42670 -3.67277 -1.40917 0.42 0.89 0.23
H -0.67304 -5.30081 -1.23320 0.01 0.38 0.08
H -2.07460 -3.25754 -5.59480 0.16 0.10 0.72
H -1.08330 -4.12368 -4.62879 -0.34 0.60 0.25
C -4.01154 0.98949 3.07500 1.11 -0.17 -0.09
C -2.47111 1.38508 3.18787 -2.47 0.80 -0.44
C -2.25114 2.28078 4.39718 1.86 -1.28 -0.04
O -0.82627 2.53164 4.42922 -0.23 -0.16 0.05
C -0.45331 3.34588 5.52677 -1.84 -0.27 0.54
N -1.62671 0.23605 3.16661 0.43 -0.93 0.71
H -4.19630 0.89036 1.99648 -0.28 -0.36 0.37
H -4.68071 1.75983 3.45376 0.15 0.28 0.01
H -4.27809 0.06451 3.63226 0.41 0.43 -0.44
H -2.28690 1.95694 2.25074 0.18 -0.08 0.69
H -2.57795 1.78707 5.33490 0.23 -0.05 -0.24
H -2.78196 3.18417 4.32826 -0.80 1.47 -0.26
H 0.58058 3.21998 5.83659 0.10 -0.09 -0.43
H -1.11593 2.98654 6.36443 0.78 0.78 -0.21
H -0.69013 4.39831 5.27875 0.26 -0.29 0.40
H -1.80501 -0.30737 4.03163 0.26 0.30 -0.68
H -0.66853 0.58482 3.23825 -0.17 -0.34 0.09
C -3.39512 3.55747 0.00126 -0.90 -1.15 -1.44
C -3.62277 4.53305 -1.16777 0.64 0.34 0.47
C -3.11446 4.01982 -2.53364 0.05 0.84 -0.74
O -1.79496 3.44002 -2.37662 -1.26 1.14 -0.28
C -1.19180 3.12871 -3.60907 1.72 -1.10 0.46
N -5.01682 4.82789 -1.42491 -1.77 0.22 1.39
H -2.41167 3.12797 0.02218 0.75 0.19 0.13
H -4.05052 2.68341 -0.16832 0.09 0.14 0.02
H -3.67162 3.93069 0.96258 -0.05 0.67 0.62
H -3.12996 5.49381 -0.91593 -0.01 -0.45 -0.33
H -3.14825 4.92615 -3.27012 0.53 -1.45 1.19
H -3.86025 3.30497 -3.00079 0.88 0.24 0.70
H -1.56648 2.16179 -3.94805 -0.55 0.25 -0.72
H -0.12501 2.83869 -3.38939 -0.82 0.66 -0.12
H -1.18860 3.94748 -4.34883 -0.32 -0.38 0.26
H -5.43860 3.92544 -1.61633 -0.30 -0.06 -0.29
H -5.56911 5.13406 -0.56803 1.36 -0.24 -1.28
C -5.74161 -3.07780 0.43579 -1.11 -2.45 -0.85
C -5.42917 -3.65071 1.78474 -0.98 0.05 1.75
C -4.26848 -2.89535 2.40066 0.97 -0.93 1.25
O -3.14576 -3.41902 1.75754 1.65 0.19 -0.76
C -1.82882 -3.19375 2.33384 -1.38 -0.48 -1.51
N -6.62746 -3.62769 2.67917 0.86 -0.82 0.63
H -4.89520 -3.17019 -0.20692 0.79 0.17 -0.44
H -6.04403 -2.07039 0.48921 -0.41 1.34 0.19
H -6.55923 -3.65334 -0.08004 0.60 0.54 0.62
H -5.13896 -4.69898 1.84145 0.20 -0.04 -0.89
H -4.14088 -3.17851 3.49500 -0.56 0.67 -0.79
H -4.33914 -1.80978 2.25885 -0.10 0.04 0.25
H -1.52139 -2.15922 2.29325 -0.10 0.41 0.06
H -1.18293 -3.78179 1.65926 0.00 0.14 0.71
H -1.87095 -3.55468 3.34338 0.42 -0.32 0.67
H -6.39806 -4.26348 3.50796 -0.59 1.60 -1.33
H -6.73127 -2.66337 2.98607 -0.28 -0.24 0.43
C 5.61664 4.72824 -0.23195 2.04 0.13 -1.74
C 4.88957 3.53663 -0.84984 -1.56 -0.23 1.47
C 3.62026 3.81878 -1.62421 0.86 -0.09 1.38
O 2.64184 4.32702 -0.71910 0.03 0.39 -1.69
C 1.59356 4.87857 -1.54523 -0.22 -1.84 1.40
N 5.75681 2.81417 -1.73657 0.87 0.00 0.41
H 5.03850 5.57620 0.05625 -0.84 0.44 -0.02
H 6.41320 5.07785 -0.98856 -1.20 -0.27 0.96
H 6.18757 4.45721 0.65333 0.00 -0.35 0.11
H 4.47855 2.96172 0.02052 0.58 -0.20 -0.33
H 3.32242 2.90045 -2.12211 -0.54 -0.47 0.15
H 3.92259 4.44730 -2.42769 -0.30 1.37 -0.74
H 1.16989 4.00725 -2.10596 0.07 1.07 -0.02
H 2.00069 5.64935 -2.15756 0.10 0.56 -0.76
H 0.84249 5.27297 -0.86464 -0.13 0.06 -0.12
H 6.61391 2.66643 -1.19981 -0.12 -0.48 -0.61
H 5.34272 1.92074 -1.97983 0.32 -0.12 0.22
C -0.19731 -1.13655 -0.00867 0.11 0.34 -0.91
C -0.54544 0.36888 -0.23567 0.66 -0.99 1.41
C 0.76840 1.09611 -0.67101 0.46 -0.23 0.85
O 1.75878 1.01599 0.39298 -0.41 0.66 -0.84
C 1.53397 2.00745 1.41272 0.36 -1.70 0.64
N -1.63930 0.47707 -1.14340 -0.48 1.91 -1.60
H 0.49165 -1.48258 -0.77456 0.35 0.16 -0.33
H -1.01832 -1.84954 -0.10471 -0.48 0.52 0.34
H 0.30636 -1.29401 0.92186 0.17 -0.01 0.68
H -0.96107 0.71616 0.73235 0.68 0.22 -0.33
H 0.73518 2.13885 -1.03190 -0.75 -0.07 0.54
H 1.17846 0.57767 -1.53452 0.11 -0.45 0.01
H 2.48482 2.00421 2.01179 -0.95 0.27 -0.43
H 0.70395 1.59962 2.04948 0.58 0.93 -0.27
H 1.32946 2.99859 1.00118 0.00 -0.13 0.06
H -1.76602 1.52496 -1.33019 0.02 -1.96 -0.22
H -1.38903 -0.00470 -2.01234 0.02 0.51 -0.07
O 0.31574 -0.69584 -3.72395 0.89 -0.81 0.41
H 1.08206 -1.26894 -3.42708 -1.13 0.97 -0.48
H -0.21190 -1.24145 -4.33145 0.19 -0.17 0.19
O -4.28343 -0.19471 -0.68950 -0.30 1.24 -1.70
H -3.33287 -0.07537 -0.93939 -0.15 -0.21 0.87
H -4.40089 -0.77215 0.03438 0.35 -1.00 1.07
```
Forces are in eV/Å.

The HOMO energy comes out at -0.330 hartree. The relative energy (zero: lowest compared OMol25 entry of this formula, charge and spin) comes out at 2.8872 eV.

---

# 2
Entry from OMol25: 12 unconnected molecules or ions with the total composition C32H93N9O17 (the ωB97M-V functional and the def2-TZVPD basis).

```
151
Properties=species:S:1:pos:R:3:forces:R:3
C -19.77853 12.86602 -4.51294 -0.58 -0.12 0.12
O -19.90415 11.92235 -3.80151 -0.54 -2.62 1.73
N -18.73155 13.59869 -4.63776 6.38 2.11 1.15
N -20.62393 13.42167 -5.32063 -5.41 0.87 -2.88
H -17.94903 13.37215 -4.04073 0.12 0.37 -0.37
H -18.68123 14.30215 -5.36075 0.62 -0.37 0.48
H -20.45602 14.38993 -5.55381 -0.80 -0.42 -0.14
H -21.55579 13.04518 -5.42065 0.06 0.08 0.00
C -23.31675 9.52059 -5.71953 1.70 3.88 0.78
O -22.73126 10.58852 -5.74346 1.00 2.25 -0.42
N -24.52439 9.42343 -5.35140 -6.85 -0.24 1.26
N -22.71704 8.42099 -5.87090 3.51 -4.29 -1.56
H -25.02114 10.20597 -4.95017 0.17 -0.12 -0.23
H -24.98449 8.52660 -5.28734 0.14 0.25 0.28
H -21.72010 8.57282 -5.92713 -0.12 -0.89 -0.39
H -23.23835 7.57569 -6.05478 0.85 -0.24 0.33
C -27.43427 12.63637 -5.15076 -0.51 0.63 -0.01
O -28.40691 12.13797 -4.28975 -0.82 0.27 2.30
C -28.87991 13.03735 -3.23178 -1.17 -2.11 -0.54
C -29.73489 12.11063 -2.32314 2.82 0.27 0.58
N -28.83647 11.13463 -1.64571 -1.22 0.71 1.37
C -29.57879 10.47246 -0.54198 1.48 -1.12 0.11
C -28.69750 9.29725 -0.02271 -0.15 0.18 -1.34
O -29.37291 8.53303 0.89843 -0.89 -1.32 2.44
C -28.73804 7.35843 1.50653 -0.37 0.50 -1.61
H -26.83474 11.78246 -5.46621 -0.10 0.23 -0.55
H -26.78204 13.36246 -4.66550 0.14 0.04 0.12
H -28.03964 13.14798 -5.89902 0.87 0.03 -0.91
H -29.62380 13.78595 -3.50442 0.29 0.35 -1.08
H -28.03857 13.54055 -2.75531 0.04 -0.28 0.31
H -30.57424 11.64102 -2.83604 -0.02 0.14 -0.28
H -30.08196 12.77763 -1.53398 -0.39 -0.18 0.11
H -28.37509 10.44841 -2.22565 -0.58 -0.03 -0.45
H -30.52094 10.06202 -0.90529 -0.26 -0.06 0.15
H -29.75001 11.10131 0.33171 -0.14 0.54 -0.36
H -27.74995 9.67874 0.35771 0.22 0.07 -0.01
H -28.55323 8.67967 -0.90920 0.71 -0.23 -0.35
H -28.55420 6.62429 0.72208 0.41 0.03 -0.33
H -29.43769 6.81690 2.14319 -0.21 0.78 0.26
H -27.79698 7.55222 2.02126 -0.10 0.37 0.06
C -27.83341 7.04589 -4.28917 0.98 -0.22 -0.97
O -28.86013 6.59961 -5.12091 -1.57 0.15 0.72
C -30.08830 6.59223 -4.40239 -1.19 -1.10 -0.11
C -30.39394 5.26292 -3.55608 0.82 0.94 -2.87
N -31.33394 5.52698 -2.57612 -0.33 0.53 3.76
C -30.84621 5.23383 -1.20172 -0.70 1.22 -0.53
C -31.97627 5.53652 -0.23071 1.54 -0.37 1.48
O -32.61135 4.33298 0.02466 -2.22 -2.19 0.53
C -33.50879 4.32010 1.17691 0.68 1.22 -0.94
H -27.86291 8.11970 -4.10433 -0.34 0.17 0.32
H -26.96778 6.88079 -4.93067 0.55 -0.08 0.55
H -27.77394 6.45938 -3.37234 0.21 0.14 0.15
H -30.90224 6.73090 -5.11399 0.07 -0.34 -0.41
H -30.28129 7.44105 -3.74638 0.85 0.24 0.42
H -29.43985 4.94371 -3.13664 -0.07 -0.39 -0.02
H -30.82621 4.52145 -4.22799 0.70 -0.28 -0.36
H -32.28333 5.18508 -2.61952 0.31 -0.33 -0.73
H -29.98236 5.83417 -0.91634 -0.05 0.72 -0.48
H -30.43305 4.23743 -1.04490 -0.58 -0.56 -0.17
H -32.61478 6.37119 -0.52008 -0.22 -0.08 -0.36
H -31.50650 5.80292 0.71610 0.16 0.63 0.28
H -34.23828 5.11049 1.00020 -0.08 0.25 0.39
H -32.91444 4.51209 2.07021 -0.05 0.22 0.16
H -34.09675 3.42162 1.36435 0.58 -0.41 -0.80
C -22.55679 13.26622 -10.02321 -0.95 -0.05 -0.72
O -21.41629 12.47932 -9.79887 -0.47 -0.60 0.76
C -21.71271 11.49298 -8.78247 1.02 0.42 1.01
C -20.47530 10.66668 -8.39745 -1.06 0.05 -1.68
N -19.37240 11.34432 -7.75117 0.44 -2.52 1.36
C -18.76937 12.57876 -8.12699 -1.06 0.45 -1.13
C -18.25965 12.49716 -9.59530 -1.94 0.53 2.64
O -18.02655 13.85751 -9.94396 0.39 -2.02 1.16
C -17.81348 13.86058 -11.28602 0.13 1.04 -1.70
H -23.47308 12.72601 -9.78513 -0.10 -0.11 0.62
H -22.75099 13.44855 -11.08016 0.78 0.17 -0.32
H -22.57156 14.23351 -9.52097 0.28 -0.03 0.31
H -22.54026 10.86056 -9.10385 0.00 -0.19 -0.14
H -21.97005 11.90851 -7.80819 -0.62 0.82 -0.17
H -20.31761 10.09030 -9.30905 1.37 0.11 -0.38
H -20.83858 9.85984 -7.76094 0.01 0.35 0.51
H -19.54220 11.25666 -6.75941 0.26 0.27 0.01
H -18.00905 12.97887 -7.45622 0.50 -0.98 0.15
H -19.55414 13.31636 -7.95911 -0.07 0.86 -1.08
H -19.05260 12.03703 -10.18489 -0.42 0.54 -0.30
H -17.49358 11.72650 -9.68074 1.13 0.71 0.03
H -17.53745 14.88944 -11.51702 0.16 -0.15 -0.60
H -18.72130 13.57483 -11.81736 -0.30 0.15 -0.27
H -17.06179 13.13654 -11.60036 0.49 0.12 -0.04
C -20.04153 4.30969 -11.04774 -0.51 -0.67 0.15
O -19.65981 3.67106 -9.81510 -0.40 0.56 -1.11
C -18.66326 2.69371 -10.02013 0.34 -0.44 0.30
C -18.16723 2.25056 -8.63929 -0.64 2.54 0.03
N -17.80115 3.46197 -7.77544 0.10 -2.62 -0.85
C -16.85225 4.37507 -8.39443 -0.78 0.21 0.90
C -16.77687 5.50913 -7.35965 1.12 0.12 0.12
O -18.03198 6.14085 -7.31621 -0.42 -0.37 -0.85
C -17.99552 7.32287 -6.59287 -1.20 0.72 0.01
H -20.60646 3.62408 -11.67932 0.24 -0.49 -0.19
H -19.18878 4.67627 -11.61917 0.19 0.07 0.16
H -20.77339 5.10675 -10.91668 0.41 0.22 0.75
H -17.90404 3.06672 -10.70755 0.36 0.24 0.14
H -19.00473 1.75831 -10.46343 -0.67 0.00 -0.49
H -17.40065 1.48767 -8.77514 0.30 0.28 0.42
H -19.06958 1.79465 -8.23182 0.28 -0.13 0.58
H -18.64215 3.98833 -7.58634 -0.19 -0.16 -0.10
H -17.24192 4.77193 -9.33185 0.02 0.35 -0.22
H -15.93830 3.83354 -8.63845 0.30 0.28 0.43
H -15.98194 6.24624 -7.47305 0.10 0.31 -1.01
H -16.51165 5.16220 -6.36095 -0.31 -0.80 0.20
H -17.90799 7.08682 -5.53234 0.92 0.49 0.18
H -18.94186 7.85979 -6.65802 -0.60 -0.51 -0.19
H -17.37612 8.07097 -7.08764 1.01 -0.13 0.65
C -23.98022 14.23378 -6.41872 0.89 0.22 -0.29
O -23.56461 15.10055 -5.38490 0.60 0.96 0.13
C -23.92987 14.63861 -4.10723 -1.04 0.25 0.80
C -23.57175 15.58676 -2.86224 1.02 -1.50 -2.73
N -23.91168 14.96617 -1.60187 -0.90 1.54 1.01
C -24.06712 15.95566 -0.47941 0.00 -1.01 0.10
C -24.32012 15.29707 0.87434 -0.21 0.00 0.64
O -23.19395 14.59057 1.37877 0.27 0.49 -1.85
C -23.01588 14.52365 2.75130 0.00 -0.75 0.14
H -23.28764 13.40026 -6.53568 -0.02 -0.40 0.22
H -23.86837 14.80514 -7.34021 -0.44 0.02 -0.02
H -24.98132 13.82206 -6.29073 -0.19 0.23 0.06
H -23.50840 13.63874 -4.00373 -0.04 -0.26 0.56
H -25.01716 14.59293 -4.16904 -0.30 -0.51 0.58
H -24.02886 16.54703 -3.10107 -0.20 -0.01 0.65
H -22.49416 15.67885 -2.99792 0.36 0.60 0.30
H -23.22562 14.27561 -1.33252 0.12 0.02 -0.02
H -24.89084 16.65004 -0.64498 -0.44 -0.41 -0.42
H -23.25281 16.65853 -0.30344 0.79 -0.23 -0.38
H -25.19637 14.64971 0.90909 -0.11 -0.34 -0.51
H -24.59880 16.09882 1.55818 0.24 0.37 0.25
H -23.11848 15.50014 3.22463 -0.07 0.00 0.23
H -22.02505 14.10038 2.91627 0.17 0.37 0.02
H -23.68245 13.76400 3.15962 -0.47 0.25 0.47
O -23.42226 6.02862 -2.77012 -0.39 -0.28 0.24
H -22.82167 6.74855 -2.57719 0.47 0.13 -0.01
H -23.42734 5.96980 -3.72549 -0.11 0.12 -0.16
O -24.08969 6.00223 -5.70571 -0.16 -0.01 -0.02
H -24.76642 6.02434 -6.38230 -0.40 -0.15 -0.18
H -23.53440 5.26046 -5.94584 0.26 -0.34 -0.08
O -21.00961 7.90638 -2.74834 -0.03 -0.48 0.12
H -21.62106 8.63355 -2.63178 -0.26 0.70 0.01
H -20.34929 8.24283 -3.35415 0.14 0.14 -0.10
O -22.94081 10.59458 -2.64194 0.15 -0.41 0.48
H -22.44865 11.41298 -2.70710 0.44 0.10 -0.16
H -23.74586 10.75894 -3.13297 -0.22 0.07 -0.26
O -25.71619 10.87346 -2.91546 0.00 -0.12 -0.35
H -26.60027 11.23769 -2.87101 -0.43 0.34 -0.04
H -25.53811 10.56653 -2.02647 0.18 -0.09 0.34
```
Forces are in eV/Å.

The HOMO energy comes out at -0.291 hartree. The relative energy (zero: lowest compared OMol25 entry of this formula, charge and spin) comes out at 4.3641 eV.

---

What are the orbital gap values for these records? In order: 9.517, 7.993 eV.
What are the strongest force on any atom values for these records? In order: 0.0716, 0.1356 hartree/bohr.
What are the DFT total energy values for these records? In order: -2464.63419, -3046.55459 Eh.